Entry 1:
Density functional theory data (ωB97M-V/def2-TZVPD) for a gas-phase ion, C6H8NS (charge -1).

Last column: Löwdin charge in e.
Positions of all 16 atoms, in Å:
1 C 2.144 1.347 0.631  -0.078
2 C 1.030 0.515 0.107  -0.365
3 C -0.241 0.425 0.615  -0.065
4 C -1.024 -0.494 -0.200  -0.370
5 C -2.321 -0.882 0.241  -0.122
6 C -0.217 -0.943 -1.213  -0.809
7 S -0.262 -1.946 -2.609  0.233
8 N 1.072 -0.244 -1.083  0.040
9 H 3.045 1.168 0.165  0.025
10 H 1.827 2.403 0.637  0.065
11 H 2.240 1.156 1.796  0.105
12 H -0.821 1.105 1.332  0.116
13 H -2.391 -1.662 0.922  0.036
14 H -2.897 -0.143 0.791  0.064
15 H -2.992 -1.379 -0.497  0.083
16 H 1.807 -0.427 -1.636  0.042

The calculation puts the LUMO energy at 3.759 eV. Its frontier orbital gap is 5.751 eV. For the electronic energy, the calculation gives -18677.152 eV. The calculation puts the maximum force at 0.142 Eh/bohr. For the energy above the lowest of the compared OMol25 structures with the same formula, charge and spin, the calculation gives 53.7 kJ/mol. Its net charge is -1.



Entry 2:
Density functional theory data (ωB97M-V/def2-TZVPD) for a molecular structure, C39H70BaN9O.

Last column: Löwdin charge in e.
Positions of all 120 atoms, in Å:
1 Ba -0.125 4.504 -2.020  0.986
2 C -1.291 0.029 0.140  -0.069
3 C -0.077 0.859 -0.336  -0.611
4 C 0.445 0.244 -1.610  -0.078
5 O -0.435 2.216 -0.514  -0.511
6 H -2.123 0.053 -0.564  0.054
7 H -1.575 0.234 1.173  0.059
8 H -0.980 -1.012 0.227  0.049
9 H 0.675 0.690 0.435  0.095
10 H 0.639 -0.825 -1.527  0.059
11 H 1.448 0.617 -1.818  0.046
12 H -0.261 0.402 -2.426  0.060
13 C -4.868 2.175 -3.521  -0.113
14 C -4.285 1.507 -2.343  -0.282
15 C -4.374 2.353 -1.039  -0.141
16 C -3.520 3.580 -1.035  -0.201
17 N -2.895 4.549 -1.073  0.054
18 H -4.751 1.633 -4.459  0.073
19 H -4.333 3.120 -3.616  0.071
20 H -5.941 2.364 -3.483  0.084
21 H -3.224 1.278 -2.447  0.080
22 H -4.726 0.543 -2.092  0.101
23 H -4.000 1.719 -0.236  0.107
24 H -5.411 2.644 -0.872  0.123
25 C 2.101 1.729 4.706  -0.101
26 C 2.021 0.526 3.734  -0.227
27 C 0.905 -0.487 4.126  -0.175
28 C 0.913 -0.902 5.555  -0.229
29 N 0.889 -1.219 6.653  0.152
30 H 1.218 2.344 4.881  0.064
31 H 2.765 2.524 4.367  0.060
32 H 2.423 1.367 5.682  0.072
33 H 2.975 0.002 3.691  0.108
34 H 1.858 1.001 2.766  0.078
35 H 0.878 -1.352 3.464  0.098
36 H -0.050 0.008 3.946  0.095
37 C -2.567 -1.848 3.800  -0.082
38 C -2.239 -3.358 3.498  -0.244
39 C -2.186 -4.190 4.737  -0.230
40 C -3.430 -4.234 5.505  -0.223
41 N -4.419 -4.223 6.121  0.133
42 H -2.593 -1.273 2.874  0.044
43 H -1.830 -1.370 4.447  0.049
44 H -3.572 -1.751 4.210  0.071
45 H -1.307 -3.441 2.939  0.074
46 H -3.086 -3.713 2.910  0.109
47 H -1.421 -3.910 5.461  0.121
48 H -1.867 -5.196 4.461  0.087
49 C 5.001 2.123 -0.530  -0.093
50 C 3.566 2.470 -0.026  -0.217
51 C 3.558 3.283 1.342  -0.167
52 C 4.196 4.644 1.314  -0.213
53 N 4.683 5.693 1.232  0.135
54 H 5.784 2.860 -0.350  0.076
55 H 5.008 1.810 -1.574  0.047
56 H 5.387 1.256 0.006  0.066
57 H 2.968 1.562 0.058  0.076
58 H 3.109 3.081 -0.805  0.062
59 H 4.072 2.686 2.096  0.102
60 H 2.502 3.402 1.583  0.087
61 C 1.067 0.192 -5.737  -0.109
62 C -0.279 0.407 -6.440  -0.232
63 C -1.514 0.556 -5.540  -0.164
64 C -1.530 1.764 -4.694  -0.218
65 N -1.530 2.684 -4.041  0.105
66 H 1.735 -0.072 -6.557  0.071
67 H 1.095 -0.626 -5.017  0.070
68 H 1.548 1.054 -5.276  0.065
69 H -0.522 -0.472 -7.037  0.111
70 H -0.201 1.272 -7.097  0.117
71 H -1.662 -0.280 -4.856  0.105
72 H -2.400 0.623 -6.172  0.120
73 C -2.170 5.724 3.925  -0.090
74 C -1.456 4.373 3.900  -0.252
75 C -1.366 3.734 2.487  -0.167
76 C -0.567 4.540 1.547  -0.238
77 N 0.063 5.202 0.828  0.052
78 H -3.174 5.630 3.511  0.077
79 H -1.574 6.401 3.312  0.074
80 H -2.213 6.077 4.955  0.076
81 H -1.843 3.600 4.564  0.108
82 H -0.415 4.500 4.200  0.100
83 H -2.347 3.579 2.039  0.114
84 H -0.854 2.774 2.543  0.106
85 C 5.242 -1.938 -1.511  -0.072
86 C 3.987 -1.070 -1.824  -0.260
87 C 3.976 -0.273 -3.155  -0.174
88 C 4.200 -1.085 -4.425  -0.202
89 N 4.272 -1.687 -5.408  0.133
90 H 6.153 -1.341 -1.552  0.074
91 H 5.239 -2.733 -2.256  0.074
92 H 5.135 -2.372 -0.517  0.058
93 H 3.703 -0.312 -1.095  0.071
94 H 3.119 -1.730 -1.837  0.088
95 H 4.840 0.390 -3.105  0.091
96 H 3.120 0.399 -3.217  0.086
97 C 1.512 -2.844 0.570  -0.115
98 C 2.515 -3.921 1.075  -0.220
99 C 1.947 -5.383 1.136  -0.168
100 C 0.920 -5.564 2.180  -0.194
101 N 0.145 -5.768 3.044  0.163
102 H 1.070 -3.108 -0.391  0.063
103 H 1.978 -1.859 0.532  0.059
104 H 0.704 -2.815 1.301  0.048
105 H 2.747 -3.564 2.078  0.103
106 H 3.378 -3.921 0.410  0.090
107 H 2.737 -6.101 1.358  0.114
108 H 1.541 -5.679 0.169  0.111
109 C -3.010 -3.279 -3.601  -0.115
110 C -2.890 -2.273 -2.496  -0.266
111 C -3.089 -2.855 -1.037  -0.141
112 C -2.192 -4.040 -0.821  -0.204
113 N -1.459 -4.938 -0.688  0.150
114 H -3.134 -2.770 -4.556  0.070
115 H -3.866 -3.908 -3.356  0.085
116 H -2.095 -3.863 -3.700  0.079
117 H -3.677 -1.535 -2.652  0.086
118 H -1.983 -1.690 -2.658  0.091
119 H -4.121 -3.125 -0.814  0.118
120 H -2.781 -2.065 -0.352  0.069

The calculation puts the LUMO energy (alpha / beta) at -0.047 / -0.061 eV. Its frontier orbital gap (alpha / beta) is 3.533 / 8.336 eV. For the electronic energy, the calculation gives -57727.013 eV. The calculation puts the maximum force at 0.068 Eh/bohr. The multiplicity is 2.



Entry 3:
Density functional theory data (ωB97M-V/def2-TZVPD) for a molecular structure, C3H10NO2.

Last column: Löwdin charge in e.
Positions of all 16 atoms, in Å:
1 C 1.111 0.670 0.736  -0.351
2 C 0.920 -0.635 -0.025  -0.180
3 C 0.000 -0.249 -1.266  -0.330
4 O -1.399 -0.320 -1.108  -0.239
5 N 1.771 0.510 2.054  -0.044
6 H 0.211 1.230 1.014  0.112
7 H 1.719 1.326 0.123  0.086
8 H 1.991 -0.978 -0.060  0.108
9 H 0.405 -1.259 0.764  0.112
10 H 0.305 -0.883 -2.026  0.056
11 H 0.156 0.822 -1.568  0.105
12 H 1.888 -0.495 2.193  0.039
13 H 1.176 0.703 2.835  0.034
14 H -3.954 0.389 -1.088  -0.103
15 H -2.528 -0.366 -1.121  -0.030
16 O -3.772 -0.466 -1.457  -0.375

The calculation puts the LUMO energy at 3.973 eV. Its frontier orbital gap is 7.745 eV. For the electronic energy, the calculation gives -8856.673 eV. The calculation puts the maximum force at 0.071 Eh/bohr. For the energy above the lowest of the compared OMol25 structures with the same formula, charge and spin, the calculation gives 204.6 kJ/mol. Its net charge is -1.



Entry 4:
Density functional theory data (ωB97M-V/def2-TZVPD) for a molecular structure, C20H15CsN4O2.

Last column: Löwdin charge in e.
Positions of all 42 atoms, in Å:
1 Cs 0.520 -0.907 1.016  1.284
2 O -2.339 -3.401 -3.584  0.048
3 C -3.250 -3.422 -2.584  -0.262
4 C -4.524 -3.928 -2.835  -0.038
5 C -5.496 -3.975 -1.857  -0.095
6 C -5.203 -3.511 -0.587  -0.098
7 C -3.944 -3.008 -0.327  -0.026
8 C -2.947 -2.948 -1.299  -0.071
9 C -1.629 -2.381 -0.883  -0.507
10 O -1.478 -1.995 0.296  -0.439
11 N -0.707 -2.350 -1.850  0.028
12 N 0.478 -1.843 -1.512  -0.176
13 C 1.389 -1.837 -2.426  -0.126
14 C 2.710 -1.318 -2.212  -0.279
15 C 3.619 -1.344 -3.289  -0.030
16 C 4.893 -0.856 -3.122  -0.076
17 C 5.255 -0.343 -1.882  -0.074
18 C 4.301 -0.357 -0.877  -0.158
19 N 3.072 -0.823 -1.016  0.058
20 H -2.748 -3.775 -4.379  0.107
21 H -4.742 -4.291 -3.831  0.107
22 H -6.471 -4.374 -2.092  0.100
23 H -5.952 -3.544 0.188  0.095
24 H -3.699 -2.643 0.661  0.110
25 H 1.180 -2.235 -3.423  0.118
26 H 3.300 -1.750 -4.238  0.107
27 H 5.599 -0.871 -3.940  0.105
28 H 6.244 0.051 -1.707  0.096
29 H 4.549 0.034 0.102  0.103
30 N 0.803 1.702 2.472  0.068
31 C 0.756 2.720 3.004  -0.165
32 C 0.688 3.970 3.647  -0.227
33 C 0.207 4.067 4.957  -0.021
34 C 0.120 5.306 5.560  -0.071
35 C 0.505 6.450 4.878  -0.067
36 C 0.996 6.352 3.583  -0.070
37 C 1.091 5.123 2.964  -0.021
38 H -0.091 3.174 5.486  0.121
39 H -0.254 5.385 6.569  0.108
40 H 0.424 7.417 5.352  0.107
41 H 1.302 7.243 3.059  0.108
42 H 1.472 5.034 1.957  0.122

The calculation puts the LUMO energy at -0.115 eV. Its frontier orbital gap is 6.757 eV. For the electronic energy, the calculation gives -31585.575 eV. The calculation puts the maximum force at 0.065 Eh/bohr. For the energy above the lowest of the compared OMol25 structures with the same formula, charge and spin, the calculation gives 54.3 kJ/mol.



Entry 5:
Density functional theory data (ωB97M-V/def2-TZVPD) for a single C2HF2N3 molecule.

Last column: Löwdin charge in e.
Positions of all 8 atoms, in Å:
1 C 0.993 -0.482 -0.043  0.217
2 C 0.787 0.807 -0.059  -0.415
3 N -0.542 1.277 -0.057  0.103
4 N -1.438 0.431 -0.034  -0.037
5 N -1.098 -0.763 -0.151  0.013
6 F 1.745 1.725 0.033  0.084
7 F -2.075 -1.727 0.061  -0.022
8 H 1.628 -1.267 0.250  0.058

The calculation puts the LUMO energy (alpha / beta) at 0.386 / -3.106 eV. Its frontier orbital gap (alpha / beta) is 8.966 / 7.614 eV. For the electronic energy, the calculation gives -11986.766 eV. The calculation puts the maximum force at 0.130 Eh/bohr. For the energy above the lowest of the compared OMol25 structures with the same formula, charge and spin, the calculation gives 147.1 kJ/mol. The multiplicity is 3.



- Look up the maximum force of the third one.
  0.071 Eh/bohr